1.
{
  "formula": "C6H8OS",
  "method": "wB97M-V/def2-TZVPD",
  "species": ["C", "C", "C", "C", "C", "C", "H", "H", "H", "H", "H", "H", "H", "H", "O", "S"],
  "positions_angstrom": [[-0.464, -0.208, 1.038], [-0.310, -1.460, 0.178], [0.819, -1.393, -0.577], [1.365, -0.001, -0.558], [-0.122, 1.309, -1.086], [0.357, 0.747, 0.327], [-2.493, -0.377, 2.201], [-0.172, -0.374, 2.125], [-1.030, -2.267, 0.259], [1.064, -2.313, -1.189], [2.426, 0.214, -0.406], [-1.067, 1.058, -1.518], [-0.079, 2.393, -1.164], [0.860, 1.507, 0.954], [1.008, 0.654, -1.785], [-2.162, 0.512, 1.202]],
  "mulliken_charge": [-0.040, -0.379, -0.812, 0.432, -0.674, -0.593, 0.137, 0.384, 0.427, 0.311, 0.379, 0.347, 0.301, 0.448, -0.435, -0.234],
  "homo_ha": -0.33978,
  "charge": 0,
  "e_tot_ev": -19232.130,
  "de_lowest_ev": 2.134,
  "gap_ev": 9.953
}



2.
{
  "formula": "C3H5BaO3",
  "method": "wB97M-V/def2-TZVPD",
  "species": ["H", "O", "C", "C", "O", "O", "C", "H", "H", "H", "H", "Ba"],
  "positions_angstrom": [[-0.377, -1.966, 0.506], [2.032, -1.348, -0.328], [0.898, -0.906, -0.551], [-1.377, 0.307, 0.641], [0.794, 0.422, -0.420], [-0.294, -1.511, -0.347], [-0.545, 1.060, -0.329], [-1.022, 0.249, 1.671], [-2.409, 0.074, 0.380], [-0.305, 2.076, 0.001], [-0.953, 1.025, -1.344], [3.557, 0.518, 0.121]],
  "mulliken_charge": [0.404, -0.753, 1.015, -0.779, -0.434, -0.411, -0.172, 0.371, 0.348, 0.276, 0.303, 1.832],
  "s2": 0.754,
  "homo_ha": [-0.56864, -0.72761],
  "charge": 2,
  "e_tot_ev": -10010.268,
  "spin_multiplicity": 2,
  "de_lowest_ev": 0.000,
  "gap_ev": [6.859, 11.140]
}



3.
{
  "formula": "C2HBrClNO2",
  "method": "wB97M-V/def2-TZVPD",
  "species": ["O", "N", "O", "C", "C", "Cl", "Br", "H"],
  "positions_angstrom": [[-1.989, -1.337, 0.180], [-0.805, -1.091, 0.018], [0.083, -1.921, -0.014], [-0.509, 0.253, -0.124], [0.953, 0.871, 0.010], [1.165, 2.522, 0.036], [2.422, -0.253, -0.036], [-1.320, 0.956, -0.070]],
  "mulliken_charge": [-0.570, 0.917, -0.556, -0.430, 0.317, -0.093, 0.030, 0.386],
  "homo_ha": [-0.36057, -0.36051],
  "smiles": "O=[N+]([O-])/C=C(/Cl)Br",
  "charge": 0,
  "e_tot_ev": -90234.943,
  "de_lowest_ev": 3.088,
  "gap_ev": [8.222, 8.220]
}



4.
{
  "formula": "C14H28Br12N3O5P2",
  "method": "wB97M-V/def2-TZVPD",
  "species": ["C", "O", "C", "C", "C", "C", "C", "C", "C", "N", "C", "N", "P", "P", "O", "O", "O", "N", "C", "O", "H", "H", "H", "H", "H", "H", "H", "H", "H", "H", "H", "H", "H", "H", "H", "H", "H", "H", "H", "H", "H", "H", "H", "H", "C", "Br", "Br", "Br", "H", "C", "Br", "Br", "Br", "H", "C", "Br", "Br", "Br", "H", "C", "Br", "Br", "Br", "H"],
  "positions_angstrom": [[2.838, -0.310, 1.069], [2.794, 0.885, 0.313], [3.475, 0.783, -0.931], [2.505, 0.579, -2.119], [1.049, 0.827, -1.737], [0.776, 2.305, -1.430], [-0.441, 2.518, -0.516], [-1.368, 3.672, -0.952], [-2.666, 3.198, -1.569], [-3.651, 2.836, -0.481], [-4.198, 1.622, -0.577], [-4.514, 0.899, 0.483], [-5.174, -0.730, 0.374], [-3.520, -1.638, -0.799], [-2.346, -0.787, -1.004], [-3.230, -2.983, 0.010], [-4.250, -2.156, -2.111], [-4.481, 1.071, -1.801], [-3.648, 1.613, -2.902], [-2.458, 2.045, -2.336], [3.870, -0.619, 1.265], [2.291, -1.120, 0.572], [2.359, -0.105, 2.027], [4.186, -0.047, -0.891], [4.054, 1.698, -1.073], [2.785, 1.256, -2.931], [2.601, -0.435, -2.516], [0.769, 0.212, -0.880], [0.405, 0.523, -2.567], [0.618, 2.840, -2.372], [1.655, 2.751, -0.960], [-0.079, 2.752, 0.488], [-1.012, 1.588, -0.434], [-0.867, 4.322, -1.671], [-1.614, 4.309, -0.097], [-3.110, 3.968, -2.206], [-3.246, 2.995, 0.436], [-4.408, 1.316, 1.400], [-4.751, -1.174, 1.639], [-2.330, -2.950, 0.383], [-5.215, -2.083, -2.090], [-5.476, 1.098, -2.004], [-4.166, 2.435, -3.410], [-3.418, 0.821, -3.609], [-3.657, -5.061, 2.881], [-4.819, -6.580, 2.750], [-4.168, -3.889, 4.324], [-1.812, -5.587, 2.998], [-3.769, -4.496, 1.968], [3.764, 3.092, 2.503], [2.273, 2.708, 3.655], [3.459, 4.678, 1.462], [5.412, 3.181, 3.479], [3.835, 2.266, 1.807], [0.382, -8.178, -0.021], [1.177, -7.180, 1.422], [0.431, -10.063, 0.319], [-1.405, -7.575, -0.408], [0.978, -7.989, -0.902], [8.849, 1.689, 2.539], [8.132, -0.083, 2.750], [10.723, 1.750, 2.947], [8.480, 2.394, 0.790], [8.343, 2.324, 3.252]],
  "mulliken_charge": [-0.940, -0.123, -0.569, -0.981, -0.586, -0.687, -0.088, -1.608, 0.280, -0.247, 0.452, -0.224, -0.138, 0.554, -0.335, -0.357, -0.446, -0.100, -0.591, -0.225, 0.332, 0.372, 0.255, 0.479, 0.322, 0.314, 0.345, 0.228, 0.490, 0.458, 0.361, 0.468, 0.039, 0.462, 0.358, 0.346, 0.351, 0.276, 0.088, 0.302, 0.353, 0.310, 0.416, 0.284, 0.122, 0.015, -0.042, 0.045, -0.114, 0.529, -0.080, -0.051, -0.004, -0.423, -0.306, -0.043, 0.002, -0.001, 0.342, -0.205, 0.002, -0.015, 0.008, 0.171],
  "homo_ha": -0.42165,
  "charge": 1,
  "e_tot_ev": -888761.841,
  "gap_ev": 8.412
}



5.
{
  "formula": "C30H41As2BrCoP2",
  "method": "wB97M-V/def2-TZVPD",
  "species": ["Co", "C", "P", "C", "C", "C", "P", "C", "C", "H", "H", "H", "H", "H", "H", "H", "H", "H", "H", "H", "H", "H", "H", "H", "H", "C", "As", "C", "C", "C", "C", "C", "C", "C", "As", "C", "C", "H", "H", "H", "H", "H", "H", "H", "H", "H", "H", "H", "H", "H", "H", "H", "H", "Br", "C", "C", "C", "C", "C", "C", "H", "H", "H", "H", "C", "C", "C", "C", "C", "C", "C", "C", "H", "H", "H", "H", "H"],
  "positions_angstrom": [[0.323, -0.390, 0.735], [1.890, 2.589, 1.900], [1.632, 0.804, 2.137], [3.282, 0.227, 2.654], [0.749, 0.786, 3.753], [0.185, -0.611, 4.028], [-0.888, -1.102, 2.624], [-2.378, -0.098, 2.957], [-1.481, -2.738, 3.200], [2.266, 3.061, 2.809], [0.938, 3.038, 1.611], [2.604, 2.755, 1.091], [3.604, 0.754, 3.554], [4.005, 0.400, 1.857], [3.256, -0.846, 2.841], [-0.061, 1.517, 3.689], [1.428, 1.107, 4.547], [-0.370, -0.648, 4.969], [0.996, -1.345, 4.090], [-2.715, -0.215, 3.990], [-3.174, -0.411, 2.279], [-2.172, 0.947, 2.736], [-2.017, -2.640, 4.146], [-0.641, -3.419, 3.336], [-2.154, -3.172, 2.458], [-2.793, -1.708, -1.240], [-0.858, -1.678, -1.086], [-0.437, -3.549, -1.434], [-0.390, -1.059, -2.895], [-1.060, -1.611, -3.989], [-0.696, -1.296, -5.286], [0.362, -0.423, -5.511], [1.023, 0.141, -4.433], [0.652, -0.163, -3.123], [1.442, 0.793, -1.614], [3.266, 1.084, -2.270], [0.718, 2.537, -2.121], [-3.133, -2.458, -1.952], [-3.131, -0.719, -1.543], [-3.213, -1.930, -0.259], [-0.900, -3.863, -2.367], [-0.787, -4.178, -0.616], [0.645, -3.646, -1.506], [-1.879, -2.303, -3.830], [-1.230, -1.735, -6.120], [0.665, -0.178, -6.521], [1.841, 0.828, -4.618], [3.294, 1.790, -3.098], [3.706, 0.135, -2.578], [3.859, 1.486, -1.448], [1.047, 2.802, -3.126], [1.044, 3.297, -1.409], [-0.367, 2.477, -2.085], [4.955, -5.226, 1.210], [3.630, -3.892, 0.965], [2.326, -4.137, 1.359], [1.370, -3.146, 1.165], [1.649, -1.880, 0.618], [2.987, -1.706, 0.240], [3.969, -2.684, 0.389], [2.061, -5.089, 1.803], [0.350, -3.389, 1.438], [3.303, -0.762, -0.192], [4.987, -2.501, 0.070], [-0.928, 1.055, 0.396], [-1.710, 1.956, 0.149], [-2.647, 3.007, -0.149], [-3.944, 2.710, -0.577], [-4.841, 3.723, -0.880], [-4.462, 5.053, -0.761], [-3.179, 5.362, -0.329], [-2.280, 4.350, -0.027], [-4.238, 1.672, -0.670], [-5.841, 3.472, -1.211], [-5.161, 5.843, -1.004], [-2.875, 6.397, -0.228], [-1.278, 4.589, 0.307]],
  "mulliken_charge": [-0.269, -1.209, 1.270, -1.496, -1.285, -1.283, 1.165, -1.535, -1.516, 0.507, 0.148, 0.315, 0.534, 0.341, 0.355, 0.339, 0.632, 0.604, 0.293, 0.486, 0.347, 0.330, 0.488, 0.432, 0.331, -1.282, 1.145, -1.376, -0.339, -0.684, -0.887, -0.783, -0.671, 0.120, 1.299, -1.496, -1.336, 0.504, 0.260, 0.435, 0.528, 0.409, 0.316, 0.278, 0.400, 0.394, 0.294, 0.512, 0.400, 0.397, 0.518, 0.393, 0.279, -0.222, -0.366, -0.869, -0.441, 1.270, -0.567, -0.586, 0.445, 0.505, 0.241, 0.422, -0.351, 0.388, -0.034, -0.332, -0.626, -0.471, -0.641, -0.068, 0.403, 0.395, 0.373, 0.401, 0.384],
  "s2": 0.768,
  "homo_ha": [-0.24244, -0.27648],
  "charge": 0,
  "e_tot_ev": -279698.287,
  "spin_multiplicity": 2,
  "de_lowest_ev": 0.292,
  "gap_ev": [7.155, 8.113]
}